Entry 1:
A single C5H7NO molecule. Source: the Open Molecules 2025 dataset; level of theory: ωB97M-V/def2-TZVPD.

```
! RIJCOSX wB97M-V def2-TZVPD def2/J DEFGRID3
* xyz 0 1
O 2.01959 0.22505 -0.54375
N -0.64673 1.78433 -2.12446
C 0.61634 0.30295 -0.36820
C 1.53763 0.96158 0.56864
C -0.09008 -0.99086 -0.02700
C -0.06858 1.14637 -1.35159
C -1.53367 -0.79264 0.42554
H 1.70439 0.50416 1.54452
H -1.59573 -0.17999 1.33132
H -2.12883 -0.30468 -0.35307
H 1.68064 2.03814 0.50630
H 0.50218 -1.48157 0.75268
H -0.05601 -1.63707 -0.91131
H -1.98598 -1.76470 0.63721
*
```

Values from the calculation:
Maximum force   1.16 eV/A
SMILES string   CC[C@@]1(C#N)CO1
Energy   -324.66229 a.u.
Frontier orbital gap   0.4396 Eh

Atom charges from the Mulliken analysis, given in e for atoms 1 to 8: -0.46, -0.43, 1.12, -0.69, -0.50, -0.10, -1.14, 0.28

=====

Entry 2:
2 unconnected molecules or ions with the total composition C16H20F2N2O3. Source: the Open Molecules 2025 dataset; level of theory: ωB97M-V/def2-TZVPD.

```
! RIJCOSX wB97M-V def2-TZVPD def2/J DEFGRID3
* xyz 0 1
F -0.44557 -0.31107 6.93467
F 2.64600 0.54225 0.04245
O -0.39559 -3.50489 -7.23311
O -1.87358 -2.04284 -7.94201
O -1.82785 -2.56158 -5.70425
N 0.61555 2.29941 5.32305
N 1.86486 0.26127 2.98964
C -2.94996 -1.14416 -7.68147
C -0.49414 2.84788 0.64842
C 0.54425 0.68594 -1.53394
C 2.15081 0.11085 4.45656
C -0.62124 3.63575 3.33943
C -1.06950 3.90306 1.78606
C 0.19471 -4.25484 -6.17316
C 1.87745 0.78707 7.16175
C 1.13883 0.54172 -0.01282
C 1.50598 1.11286 5.56393
C 0.93808 1.40259 2.67869
C -0.73159 -0.37199 -1.69323
C -1.40843 -2.69002 -6.84376
C 0.52720 1.60787 1.07594
C 0.36719 2.38574 3.84268
C 0.89788 -0.48545 7.59448
H 3.01638 0.58037 7.33305
H -3.24199 -0.68280 -8.62894
H 0.24318 1.77579 -1.84905
H 0.76614 -0.55682 8.76465
H 1.39718 -1.46049 7.13039
H -0.86175 3.04140 -0.46028
H -0.54394 -4.91799 -5.71161
H -1.80167 4.81207 1.53742
H 1.54470 1.71928 7.82751
H 0.63668 -3.58658 -5.42706
H -1.73690 0.08546 -1.29785
H 1.33814 0.32428 -2.34884
H -0.54494 -1.38235 -1.11440
H 0.82591 -0.54424 0.36569
H -1.03431 4.38300 4.16414
H 0.99185 -4.87081 -6.59820
H -3.81437 -1.68309 -7.28020
H -0.84987 -0.67409 -2.83749
H 2.85204 -0.76829 4.80673
H -2.63378 -0.35151 -6.99568
*
```

Values from the calculation:
Maximum force   7.74 eV/A
SMILES string   CC[C@@H](F)c1cccc2nc(CCF)cnc12.COC(=O)OC
Energy   -1156.15478 a.u.
Frontier orbital gap   0.2642 Eh

Atom charges from the Mulliken analysis, given in e for atoms 1 to 8: -0.31, -0.36, -0.31, -0.31, -0.54, -0.49, -0.32, -0.60

=====

Entry 3:
A molecular structure, C26H72AsCsF6N4O10. Source: the Open Molecules 2025 dataset; level of theory: ωB97M-V/def2-TZVPD.

```
! RIJCOSX wB97M-V def2-TZVPD def2/J DEFGRID3
* xyz 1 2
Cs -1.25802 0.19497 -3.67621
As -0.05816 0.84406 0.06508
F 1.56812 1.26552 0.67684
F -0.19670 2.53754 -0.53292
F 0.13837 -0.82462 0.56069
F -1.69118 0.55028 -0.76253
F -0.82235 1.38952 1.52656
F 0.74495 0.43375 -1.50494
O -1.43489 3.59504 -3.72871
O -3.81985 4.69202 0.43162
O -5.34687 0.28312 -3.01586
O 3.85085 -3.52994 -4.67490
O -0.07747 -3.29601 4.46155
O 4.09582 -3.72262 0.30885
O 2.56528 3.95934 2.88689
O 1.28672 4.09981 5.65484
O -0.51631 5.03084 -1.57521
O 3.98640 1.63787 -0.26182
N 1.38055 -2.31534 -2.22487
N -2.20484 -5.19728 5.30989
N 2.96623 -6.07849 0.95805
N -4.12019 3.10665 -2.87080
C 2.07435 -4.96324 0.71133
C -1.15014 -4.61337 6.18777
C 0.00144 -5.58319 6.17573
C -5.80093 4.19089 -1.60659
C 4.89782 -2.56281 0.37336
C 0.12507 -2.04489 3.84452
C -0.63905 -3.17110 5.72363
C 0.82302 -5.01271 1.62606
C 3.06491 3.63397 -1.14059
C 0.03056 5.14703 -2.86108
C -3.28409 4.33333 1.66462
C -1.03712 4.92313 -3.91265
C 2.95934 -3.59696 -3.59905
C -4.86825 -0.78869 -0.99368
C -5.80315 -0.74134 -2.21225
C 1.33131 3.44956 3.31855
C -7.28969 -0.49531 -1.88248
C 2.27949 -2.15955 -3.33942
C -4.29812 3.97961 -1.77396
C 0.65398 4.29952 4.39026
C 3.98002 2.45164 -1.42018
C -3.65589 3.58058 -0.47736
C 4.44861 -4.77671 -4.98729
C 2.93475 -3.70759 1.08050
C 5.38539 2.95213 -1.70958
C 3.24226 -1.00529 -2.98685
H -7.91429 -0.31126 -2.75660
H 3.78042 -1.22644 -2.06513
H -2.96963 -4.54337 5.39700
H 3.09958 1.32468 -0.06935
H -0.65311 5.00484 -4.92949
H 1.75957 -5.01380 -0.33101
H 0.65149 -5.19594 6.96031
H 3.17889 -3.62746 2.13977
H 3.84888 -0.77659 -3.86310
H 1.67451 -1.93155 -4.21699
H 0.09643 -4.26702 1.30343
H -6.33030 4.33881 -2.54785
H 3.73514 1.77289 -2.23714
H -2.35149 3.47311 -3.47067
H 2.89081 3.45286 2.13915
H -1.53053 -4.54119 7.20669
H 2.15166 4.51538 5.62709
H 2.69584 -0.07698 -2.82023
H -0.27451 -6.60236 6.44635
H -3.90531 3.52233 2.04473
H -4.56898 3.56638 -3.65012
H -0.77619 -1.49569 3.57210
H 6.03200 2.15325 -2.07260
H 5.28059 -4.83280 -4.28531
H 0.72984 -2.23908 2.95872
H -0.06726 -2.78674 6.56828
H -2.24239 4.01554 1.62026
H 3.10274 4.29179 -2.00889
H 2.55712 -6.87920 0.49806
H -6.04329 0.62620 -3.58057
H -1.80707 -5.07759 4.38926
H -5.99420 5.15954 -1.14564
H 3.75341 -5.90334 0.34996
H 0.43492 6.14841 -3.00888
H 0.64957 5.36235 4.14846
H 3.35626 4.19332 -0.25158
H 0.72080 -1.38215 4.47220
H -1.44949 -2.44279 5.69468
H 1.43690 2.43865 3.71226
H 4.34806 -1.63323 0.22585
H 5.44999 3.85639 -2.31476
H 0.91292 4.51250 -2.94419
H 0.54892 -5.55721 5.23356
H -0.40102 4.05866 4.52086
H -3.81902 -0.88523 -1.27275
H 5.65734 -2.64378 -0.40425
H 2.21899 -4.36900 -3.80868
H 3.49058 -3.93436 -2.70909
H 2.05677 3.23564 -1.02610
H 5.46350 -2.47759 1.30117
H -7.43120 0.24291 -1.09310
H -1.86101 5.63138 -3.82492
H -7.47180 -1.49554 -1.48947
H 5.78884 3.19926 -0.72761
H -4.94837 0.14339 -0.43430
H -4.03632 2.65482 -0.04569
H 4.81415 -4.78499 -6.01414
H 0.38941 -6.01065 1.56129
H -5.13898 -1.62839 -0.35359
H -2.58656 3.44991 -0.64333
H -0.58378 4.10685 -1.32363
H -6.35905 3.44517 -1.04046
H -3.91856 4.96344 -2.04981
H 3.83710 -5.67434 -4.89568
H -5.73456 -1.67284 -2.77413
H 0.62804 3.30864 2.49780
H 1.07266 -4.81369 2.66826
H 1.84897 -2.92704 -1.57179
H 2.30928 -2.83553 0.88975
H 1.19863 -1.46527 -1.71070
H -4.53150 2.18475 -2.83895
H -3.39412 5.23333 2.26957
*
```

Values from the calculation:
Maximum force   2.99 eV/A
Energy   -4860.03901 a.u.
Frontier orbital gap (alpha / beta)   0.2698 / 0.0816 Eh

Atom charges from the Mulliken analysis, given in e for atoms 1 to 8: 1.12, 2.22, -0.59, -0.48, -0.54, -0.66, -0.41, -0.72

=====

Entry 4:
A molecular structure, C24H29IrN4O5S. Source: the Open Molecules 2025 dataset; level of theory: ωB97M-V/def2-TZVPD.

```
! RIJCOSX wB97M-V def2-TZVPD def2/J DEFGRID3
* xyz 2 5
Ir -0.95731 -0.61578 -1.48791
S 1.74658 0.00025 -0.16825
O 3.08135 0.12776 -0.65557
O 1.12154 -1.32295 -0.17327
O -2.31191 0.21453 0.05904
O -1.75392 -2.30731 0.10212
O -0.76263 -2.65115 -2.22132
N -2.26135 0.49027 2.29211
N -1.08166 0.97173 -3.02934
N 0.66638 0.83286 -1.10049
N 0.54670 -4.39375 -1.66736
C 1.21482 -4.35404 -2.97384
C -2.02792 1.05947 -3.96065
C 1.52823 0.35000 3.78850
C 1.56147 0.68289 1.42488
C 1.42459 1.72942 3.99088
C 2.08897 2.57377 -2.10411
C -2.45377 1.93864 2.17072
C 1.59766 -0.18430 2.51395
C -2.22728 -0.01952 3.66407
C 0.94836 1.74656 -2.03608
C 1.38232 2.56912 2.87715
C 1.17972 3.71135 -4.02468
C -0.35802 -3.49756 -1.37339
C -2.02022 2.04265 -4.94976
C -1.97937 -1.76496 1.38776
C 0.03408 2.86569 -4.02268
C 2.18313 3.54805 -3.08882
C 0.98974 -5.41976 -0.71756
C 1.45963 2.05876 1.59309
C -2.18809 -0.26487 1.21695
C -0.97537 -3.48771 0.01769
C 1.39596 2.29800 5.38293
C -0.98480 2.94265 -4.98836
C -0.07095 1.87315 -3.04390
H 1.19825 -6.33266 -1.26731
H -3.14154 0.27069 4.18002
H -1.61931 -4.36189 0.13345
H 1.42506 2.72305 0.73608
H 0.93787 3.28552 5.40460
H 0.85814 1.64490 6.06994
H -2.81859 2.06941 -5.67833
H 1.89825 -5.10137 -0.20645
H -1.80823 2.43361 2.89550
H 1.26444 4.47565 -4.78820
H 1.30865 -3.32722 -3.31116
H -1.37389 0.41138 4.18742
H 3.05594 4.18611 -3.11938
H 2.87647 2.45432 -1.37242
H 2.41547 2.39830 5.76328
H -2.20140 2.26206 1.16786
H -0.93883 3.70437 -5.75718
H -3.49169 2.19720 2.38233
H 0.21774 -5.64550 0.01201
H 1.56625 -0.31119 4.64708
H -2.89122 -2.18950 1.81413
H 1.29502 3.63994 3.01971
H 0.64877 -4.91948 -3.71202
H -2.81751 0.32045 -3.92315
H 1.68417 -1.25351 2.36020
H 2.20233 -4.79323 -2.86278
H -0.19651 -3.50588 0.78115
H -1.14209 -1.97843 2.05437
H -2.14865 -1.10101 3.69476
*
```

Values from the calculation:
Maximum force   0.41 eV/A
Energy   -2029.08493 a.u.
Frontier orbital gap (alpha / beta)   0.2965 / 0.2063 Eh

Atom charges from the Mulliken analysis, given in e for atoms 1 to 8: 1.57, 1.06, -0.67, -0.44, -0.90, -0.40, -0.81, 0.22